(1)
{
  "formula": "C4H2O2",
  "method": "the ωB97M-V functional and the def2-TZVPD basis",
  "elements": ["O", "C", "C", "O", "C", "C", "H", "H"],
  "positions_angstrom": [[-0.654297, -1.023291, 0.098849], [-1.819471, -0.411737, 0.195482], [0.376417, 1.260742, -0.072918], [0.135983, 2.403777, -0.082271], [0.377698, -0.108059, -0.033533], [1.690726, -0.013345, -0.172245], [-2.519023, -1.265057, 0.293074], [2.411968, -0.843033, -0.226435]],
  "atomic_forces_ev_per_a": [[-0.37, 0.11, 0.03], [-0.10, -0.45, 0.02], [0.26, 0.87, -0.06], [0.55, -1.09, -0.02], [0.06, 0.19, 0.00], [-0.37, -0.17, 0.03], [-0.01, -0.02, 0.00], [-0.02, 0.56, -0.01]],
  "de_lowest_kj_mol": 401.07,
  "lumo_ev": -0.100
}

=====

(2)
{
  "formula": "C4H2O2",
  "method": "the ωB97M-V functional and the def2-TZVPD basis",
  "elements": ["C", "C", "C", "C", "O", "O", "H", "H"],
  "positions_angstrom": [[0.867579, 0.439396, -0.197319], [-1.247630, -0.855803, -0.450765], [1.967695, -0.144388, 0.034024], [-0.516711, 0.259117, -0.066784], [3.063445, -0.561880, 0.190784], [-1.114913, 1.367835, 0.248638], [-0.892774, -1.835649, -0.143274], [-2.126690, 1.331371, 0.384698]],
  "atomic_forces_ev_per_a": [[-2.92, -0.57, -0.39], [0.85, -0.32, -0.76], [2.97, -1.65, -0.05], [1.90, 0.21, 0.34], [-1.67, 0.71, -0.06], [-3.31, 2.13, 1.22], [0.01, -0.07, 0.38], [2.18, -0.44, -0.67]],
  "de_lowest_kj_mol": 342.98,
  "lumo_ev": [-2.669, -2.523]
}

=====

(3)
{
  "formula": "C4H2O2",
  "method": "the ωB97M-V functional and the def2-TZVPD basis",
  "elements": ["C", "C", "C", "C", "O", "O", "H", "H"],
  "positions_angstrom": [[0.024183, -0.969623, 0.221775], [-0.944888, -0.169328, -0.269410], [1.052034, 0.085739, 0.392320], [-0.127705, 1.067948, -0.335753], [2.127982, 0.197262, 0.877602], [-0.221438, 2.162220, -0.782372], [0.063363, -2.025626, 0.427002], [-1.973531, -0.348592, -0.531163]],
  "atomic_forces_ev_per_a": [[4.14, -0.34, 1.56], [-1.18, 4.03, -1.36], [0.14, -4.28, 1.07], [-4.14, -0.69, -1.36], [-0.13, 0.92, -0.42], [0.89, 0.01, 0.51], [0.25, 0.07, 0.18], [0.03, 0.28, -0.17]],
  "s_squared": 2.015,
  "de_lowest_kj_mol": 0.00,
  "lumo_ev": [0.007, -3.112],
  "multiplicity": 3
}

=====

(4)
{
  "formula": "C4H2O2Sm",
  "method": "the ωB97M-V functional and the def2-TZVPD basis",
  "elements": ["H", "C", "C", "C", "C", "H", "O", "O", "Sm"],
  "positions_angstrom": [[-0.304930, -2.614692, -0.732788], [-0.919635, -1.723284, -0.671772], [-1.322784, -0.714635, -0.007210], [-3.353726, 0.930382, -0.200410], [-2.428784, 0.154956, -0.107020], [-4.125246, 1.681284, -0.166952], [1.323391, -0.388907, 1.177276], [0.110845, 0.257109, 0.983371], [1.643621, 0.444233, -0.903165]],
  "atomic_forces_ev_per_a": [[-0.37, 0.26, -0.17], [0.43, 1.35, 2.07], [-0.98, -2.18, -3.37], [0.75, -0.26, 0.41], [-0.07, 0.86, 0.63], [0.19, -0.43, -0.19], [-1.24, 0.78, -0.57], [2.27, -0.01, 0.16], [-0.98, -0.35, 1.03]],
  "s_squared": 15.816,
  "charge": 1,
  "de_lowest_kj_mol": 162.95,
  "lumo_ev": [-5.256, -5.406],
  "multiplicity": 8
}

=====

(5)
{
  "formula": "C4H2O4",
  "method": "the ωB97M-V functional and the def2-TZVPD basis",
  "elements": ["C", "C", "C", "C", "H", "H", "O", "O", "O", "O"],
  "positions_angstrom": [[-2.056872, -0.371765, 0.035900], [-0.654108, -0.190195, 0.432519], [0.593539, -0.346698, 0.210585], [2.052914, -0.389328, 0.006273], [-2.812433, 1.834150, 0.054789], [3.358686, 0.926316, -0.006010], [-2.987335, 0.594146, -0.051659], [-2.424944, -1.521889, -0.349403], [2.412552, 0.882458, -0.345628], [2.518001, -1.417193, 0.012638]],
  "atomic_forces_ev_per_a": [[-1.33, -3.74, -1.62], [5.34, -0.61, -1.81], [-6.81, 1.57, 1.62], [-6.33, 5.39, -0.79], [0.13, -6.06, -0.23], [-1.08, 0.45, -1.09], [0.54, 5.21, 0.55], [1.36, 4.12, 1.67], [3.07, -1.03, 1.56], [5.12, -5.31, 0.15]],
  "de_lowest_kj_mol": 316.22,
  "lumo_ev": -0.720
}

=====

(6)
{
  "formula": "C4H2O5V",
  "method": "the ωB97M-V functional and the def2-TZVPD basis",
  "elements": ["C", "O", "O", "O", "C", "O", "V", "H", "O", "C", "C", "H"],
  "positions_angstrom": [[-1.544774, 0.567453, 2.401370], [-2.303210, 1.313768, 2.837614], [-0.784317, -0.186337, 1.940374], [1.295868, -1.178106, 0.482318], [1.523735, -0.305263, -0.329031], [0.536639, 0.377066, -0.870230], [-0.152288, -2.127072, 1.304964], [2.534696, -0.081992, -0.706953], [0.612364, 0.449419, -3.886117], [0.528861, 0.867757, -2.800931], [0.977032, 1.584372, -1.747960], [0.558821, 2.564617, -1.515379]],
  "atomic_forces_ev_per_a": [[-1.01, 0.80, 0.44], [0.56, -0.40, -0.23], [0.11, -0.20, 0.05], [1.40, 0.26, -0.67], [0.27, 0.44, -0.63], [0.44, 0.90, 1.87], [-1.14, -0.87, 0.72], [-0.19, 0.08, 0.29], [-1.28, -0.15, 2.44], [2.46, 1.68, -5.30], [-1.76, -2.12, 0.62], [0.15, -0.40, 0.40]],
  "s_squared": 6.003,
  "charge": 1,
  "lumo_ev": [-3.979, -4.048],
  "multiplicity": 5
}

=====

no.,E (a.u.)
1,-303.85705
2,-303.87918
3,-303.93426
4,-961.50265
5,-454.43233
6,-1473.44227